# C2F3NO2

A 2-piece molecular cluster, C2F3NO2 overall in a non-equilibrium geometry (ωB97M-V/def2-TZVPD, the Open Molecules 2025 dataset).

**Frontier orbital gap (alpha / beta)**: 6.083 / 10.277 eV
**Energy relative to the best compared isomer or geometry (same formula, charge and spin)**: 154.2 kJ/mol
**Spin multiplicity**: 3
**LUMO level (alpha / beta)**: -1.4921 / -2.3449 eV
**Net charge**: 0

Last column: Löwdin charge in e.
Atoms and positions in Å:
C  0.399  -0.695  0.787  -0.29
C  -0.639  -1.402  0.309  -0.12
N  0.072  1.889  -0.549  0.10
O  -1.554  -1.787  -0.325  0.15
O  0.840  1.977  -1.379  0.15
F  1.574  -1.173  0.326  0.10
F  0.544  -0.057  1.985  0.10
F  -1.236  1.247  -1.155  -0.19